{"formula": "C13H22As2IrNOSe2Te2", "method": "ωB97M-V/def2-TZVPD", "species": ["Ir", "N", "C", "O", "C", "C", "H", "H", "H", "H", "H", "H", "C", "As", "C", "C", "C", "C", "C", "C", "C", "As", "C", "C", "H", "H", "H", "H", "H", "H", "H", "H", "H", "H", "H", "H", "H", "H", "H", "H", "Se", "Te", "Te", "Se"], "positions_angstrom": [[0.261, -1.460, -1.030], [-3.871, -3.672, 0.127], [-3.090, -2.983, -0.757], [-3.401, -1.858, -1.117], [-1.845, -3.721, -1.215], [-0.896, -2.885, -2.062], [-4.779, -3.299, 0.345], [-3.677, -4.633, 0.344], [-2.203, -4.600, -1.768], [-1.337, -4.115, -0.328], [-1.455, -2.346, -2.833], [-0.179, -3.545, -2.562], [-2.217, -0.438, 1.696], [-1.074, 0.144, 0.235], [-2.288, 1.255, -0.792], [-0.012, 1.531, 1.164], [-0.489, 2.045, 2.369], [0.241, 2.948, 3.127], [1.485, 3.365, 2.690], [1.972, 2.883, 1.487], [1.238, 1.977, 0.722], [2.161, 1.515, -0.928], [2.657, 3.239, -1.650], [3.808, 0.699, -0.366], [-1.602, -0.793, 2.522], [-2.819, -1.259, 1.317], [-2.881, 0.357, 2.032], [-2.753, 2.009, -0.158], [-3.039, 0.590, -1.215], [-1.727, 1.728, -1.596], [-1.454, 1.727, 2.737], [-0.162, 3.318, 4.061], [2.073, 4.060, 3.275], [2.945, 3.222, 1.149], [3.285, 3.789, -0.952], [1.745, 3.797, -1.851], [3.193, 3.071, -2.581], [4.300, 1.339, 0.365], [4.429, 0.559, -1.248], [3.578, -0.273, 0.069], [2.974, -4.227, -0.668], [1.702, -2.568, 0.809], [4.055, -2.859, -2.381], [1.148, 0.368, -2.584]], "lowdin_charge": [0.229, 0.152, -0.562, 0.005, -0.235, -0.389, 0.105, 0.099, 0.117, 0.091, 0.041, 0.032, -0.272, 0.963, -0.269, -0.361, -0.102, -0.069, -0.074, -0.123, -0.361, 0.759, -0.260, -0.269, 0.038, 0.004, 0.030, 0.033, 0.017, 0.009, 0.084, 0.109, 0.108, 0.088, 0.029, 0.043, 0.038, 0.038, 0.029, -0.042, -0.414, 0.165, 0.191, 0.158], "total_energy_ev": -287169.886, "spin_multiplicity": 5, "s_squared": 6.015}

---

{"formula": "C5H13N2S", "method": "ωB97M-V/def2-TZVPD", "species": ["C", "C", "S", "N", "H", "H", "H", "H", "H", "H", "C", "C", "C", "N", "H", "H", "H", "H", "H", "H", "H"], "positions_angstrom": [[2.561, -2.082, -1.491], [1.912, -0.900, -2.207], [0.832, 0.068, -1.092], [1.609, -3.007, -0.865], [3.113, -1.630, -0.662], [3.221, -2.612, -2.184], [1.324, -1.255, -3.066], [2.676, -0.222, -2.598], [1.143, -3.524, -1.596], [0.935, -2.380, -0.430], [-2.812, 0.666, 2.486], [-1.727, 1.068, 1.521], [-1.528, 2.316, 1.087], [-0.407, 2.768, 0.422], [-3.648, 1.374, 2.459], [-3.208, -0.330, 2.302], [-2.400, 0.729, 3.499], [-0.977, 0.310, 1.312], [-2.350, 3.013, 1.242], [-0.489, 3.572, -0.165], [0.219, 2.059, 0.028]], "lowdin_charge": [-0.425, -0.746, 0.260, -0.053, 0.079, 0.086, 0.029, 0.024, 0.037, -0.015, -0.145, -0.205, -0.265, 0.023, 0.056, 0.054, 0.057, 0.061, 0.098, 0.058, -0.067], "total_energy_ev": -19211.762, "spin_multiplicity": 1, "total_charge": -1}

---

{"formula": "C49H48EuN2O5P2Si2", "method": "ωB97M-V/def2-TZVPD", "species": ["Eu", "O", "C", "C", "C", "N", "C", "C", "C", "O", "O", "C", "O", "O", "H", "H", "H", "C", "Si", "C", "C", "C", "C", "C", "C", "C", "Si", "C", "C", "H", "H", "H", "H", "H", "H", "H", "H", "H", "H", "H", "H", "H", "H", "H", "H", "C", "N", "C", "P", "C", "C", "C", "C", "C", "C", "C", "C", "C", "C", "C", "C", "C", "C", "C", "C", "C", "C", "P", "C", "C", "C", "C", "C", "C", "C", "C", "C", "C", "C", "C", "H", "H", "H", "H", "H", "H", "H", "H", "H", "H", "H", "H", "H", "H", "H", "H", "H", "H", "H", "H", "H", "H", "H", "H", "H", "H", "H", "H", "H"], "positions_angstrom": [[-0.480, 0.513, 1.290], [3.640, 1.052, 6.271], [2.636, 0.839, 5.372], [2.128, -0.416, 5.028], [1.185, -0.444, 3.963], [0.781, 0.699, 3.339], [1.407, 1.902, 3.569], [2.233, 1.991, 4.669], [0.929, 3.072, 2.673], [1.485, 4.163, 2.798], [-0.031, 2.769, 1.793], [0.535, -1.757, 3.472], [0.831, -2.820, 4.035], [-0.298, -1.633, 2.519], [3.878, 0.123, 6.596], [2.523, -1.321, 5.397], [2.577, 2.982, 4.925], [-1.975, 5.793, 0.787], [-2.819, 4.109, 0.535], [-1.797, 2.953, -0.584], [-4.755, 4.031, 0.195], [-5.558, 4.154, -0.978], [-6.942, 4.053, -0.867], [-7.473, 3.664, 0.373], [-6.682, 3.562, 1.504], [-5.285, 3.609, 1.384], [-3.704, 3.160, 2.536], [-3.230, 1.284, 2.510], [-3.676, 3.891, 4.209], [-2.773, 6.548, 0.760], [-1.264, 6.004, 0.006], [-1.511, 5.740, 1.796], [-0.814, 3.378, -0.940], [-2.394, 2.562, -1.398], [-1.577, 1.990, -0.044], [-5.110, 4.330, -1.962], [-7.564, 4.204, -1.735], [-8.500, 3.488, 0.524], [-7.040, 3.432, 2.493], [-4.034, 0.739, 3.015], [-2.342, 1.063, 3.126], [-3.197, 0.917, 1.455], [-3.103, 3.227, 4.919], [-4.672, 4.129, 4.589], [-3.170, 4.895, 4.172], [0.000, -2.310, -2.695], [1.381, -1.847, -2.881], [1.675, -0.413, -2.597], [2.048, 0.223, -0.839], [3.416, -0.754, -0.179], [3.041, -2.041, 0.286], [4.025, -2.858, 0.865], [5.308, -2.396, 1.189], [5.622, -1.045, 0.953], [4.688, -0.263, 0.319], [2.957, 1.744, -1.318], [4.024, 1.610, -2.202], [4.595, 2.703, -2.782], [4.129, 3.994, -2.501], [3.244, 4.193, -1.441], [2.656, 3.073, -0.850], [2.322, -2.606, -3.598], [3.714, -2.625, -3.243], [4.487, -3.709, -3.649], [3.955, -4.725, -4.408], [2.645, -4.654, -4.941], [1.874, -3.521, -4.560], [-0.711, -1.983, -0.978], [-0.476, -3.651, -0.191], [-1.217, -4.003, 0.941], [-0.945, -5.222, 1.582], [-0.050, -6.144, 1.042], [0.670, -5.801, -0.112], [0.436, -4.573, -0.759], [-2.406, -1.798, -1.659], [-2.875, -0.633, -2.274], [-4.256, -0.499, -2.587], [-5.121, -1.567, -2.463], [-4.640, -2.766, -1.931], [-3.324, -2.876, -1.562], [-0.050, -3.374, -2.971], [-0.653, -1.777, -3.456], [0.719, 0.071, -2.782], [2.381, -0.041, -3.388], [2.026, -2.317, 0.045], [3.783, -3.912, 1.039], [6.150, -3.073, 1.410], [6.589, -0.649, 1.309], [4.892, 0.845, 0.125], [4.356, 0.619, -2.456], [5.325, 2.561, -3.560], [4.507, 4.833, -3.076], [3.017, 5.215, -1.116], [1.945, 3.213, -0.002], [4.053, -1.902, -2.505], [5.521, -3.702, -3.336], [4.549, -5.620, -4.681], [2.182, -5.444, -5.501], [0.888, -3.358, -5.037], [-1.919, -3.246, 1.337], [-1.530, -5.595, 2.440], [0.119, -7.107, 1.469], [1.400, -6.485, -0.560], [1.061, -4.369, -1.609], [-2.157, 0.188, -2.502], [-4.653, 0.444, -2.967], [-6.152, -1.457, -2.753], [-5.284, -3.631, -1.806], [-2.948, -3.811, -1.173]], "lowdin_charge": [1.396, 0.044, -0.285, 0.072, -0.135, -0.006, -0.149, 0.056, -0.560, 0.029, -0.284, -0.627, 0.011, -0.206, 0.145, 0.106, 0.125, -0.205, 0.631, -0.220, -0.304, -0.089, -0.094, -0.096, -0.098, -0.300, 0.625, -0.242, -0.228, 0.020, 0.012, 0.033, 0.053, 0.002, -0.078, 0.099, 0.092, 0.080, 0.083, 0.026, 0.006, 0.013, 0.049, 0.020, 0.043, -0.319, -0.185, -0.308, 0.929, -0.441, -0.163, -0.124, -0.165, -0.157, -0.135, -0.392, -0.161, -0.105, -0.113, -0.107, -0.080, -0.250, 0.002, -0.107, -0.133, -0.080, -0.060, 1.038, -0.376, -0.116, -0.073, -0.089, -0.074, -0.087, -0.397, -0.109, -0.090, -0.103, -0.094, -0.096, 0.079, 0.103, 0.042, 0.098, 0.045, 0.091, 0.077, 0.092, 0.107, 0.093, 0.093, 0.086, 0.101, 0.089, 0.093, 0.100, 0.097, 0.084, 0.110, 0.106, 0.109, 0.087, 0.103, 0.084, 0.100, 0.100, 0.094, 0.102, 0.092], "total_energy_ev": -118470.230, "spin_multiplicity": 7, "s_squared": 12.040, "total_charge": -1}

---

{"formula": "ClPS2", "method": "ωB97M-V/def2-TZVPD", "species": ["P", "S", "S", "Cl"], "positions_angstrom": [[1.523, 0.080, -0.995], [2.508, -0.007, 0.633], [-1.559, 0.831, 0.127], [-2.472, -0.904, 0.235]], "lowdin_charge": [0.294, 0.067, -0.220, -0.140], "total_energy_ev": -43479.321, "spin_multiplicity": 1}

---

Which formula does entry 3 have? C49H48EuN2O5P2Si2

---

Repeat the first record exactly.
{"formula": "C13H22As2IrNOSe2Te2", "method": "ωB97M-V/def2-TZVPD", "species": ["Ir", "N", "C", "O", "C", "C", "H", "H", "H", "H", "H", "H", "C", "As", "C", "C", "C", "C", "C", "C", "C", "As", "C", "C", "H", "H", "H", "H", "H", "H", "H", "H", "H", "H", "H", "H", "H", "H", "H", "H", "Se", "Te", "Te", "Se"], "positions_angstrom": [[0.261, -1.460, -1.030], [-3.871, -3.672, 0.127], [-3.090, -2.983, -0.757], [-3.401, -1.858, -1.117], [-1.845, -3.721, -1.215], [-0.896, -2.885, -2.062], [-4.779, -3.299, 0.345], [-3.677, -4.633, 0.344], [-2.203, -4.600, -1.768], [-1.337, -4.115, -0.328], [-1.455, -2.346, -2.833], [-0.179, -3.545, -2.562], [-2.217, -0.438, 1.696], [-1.074, 0.144, 0.235], [-2.288, 1.255, -0.792], [-0.012, 1.531, 1.164], [-0.489, 2.045, 2.369], [0.241, 2.948, 3.127], [1.485, 3.365, 2.690], [1.972, 2.883, 1.487], [1.238, 1.977, 0.722], [2.161, 1.515, -0.928], [2.657, 3.239, -1.650], [3.808, 0.699, -0.366], [-1.602, -0.793, 2.522], [-2.819, -1.259, 1.317], [-2.881, 0.357, 2.032], [-2.753, 2.009, -0.158], [-3.039, 0.590, -1.215], [-1.727, 1.728, -1.596], [-1.454, 1.727, 2.737], [-0.162, 3.318, 4.061], [2.073, 4.060, 3.275], [2.945, 3.222, 1.149], [3.285, 3.789, -0.952], [1.745, 3.797, -1.851], [3.193, 3.071, -2.581], [4.300, 1.339, 0.365], [4.429, 0.559, -1.248], [3.578, -0.273, 0.069], [2.974, -4.227, -0.668], [1.702, -2.568, 0.809], [4.055, -2.859, -2.381], [1.148, 0.368, -2.584]], "lowdin_charge": [0.229, 0.152, -0.562, 0.005, -0.235, -0.389, 0.105, 0.099, 0.117, 0.091, 0.041, 0.032, -0.272, 0.963, -0.269, -0.361, -0.102, -0.069, -0.074, -0.123, -0.361, 0.759, -0.260, -0.269, 0.038, 0.004, 0.030, 0.033, 0.017, 0.009, 0.084, 0.109, 0.108, 0.088, 0.029, 0.043, 0.038, 0.038, 0.029, -0.042, -0.414, 0.165, 0.191, 0.158], "total_energy_ev": -287169.886, "spin_multiplicity": 5, "s_squared": 6.015}